1.
ORCA calculation (the ωB97M-V functional and the def2-TZVPD basis) on a gas-phase ion, C5H8 (charge -1) in a non-equilibrium geometry.

Geometry as XYZ:
```
13
Properties=species:S:1:pos:R:3:nbo_charge:R:1
C 1.53 2.13 0.26 -0.65
C 0.53 1.33 0.72 -0.28
C -0.25 0.41 -0.09 -0.35
C -0.31 -0.95 0.21 -0.39
C -1.06 -1.97 -0.63 -0.63
H 2.00 2.89 0.89 0.15
H 1.80 2.13 -0.80 0.16
H 0.26 1.28 1.79 0.15
H -0.67 0.84 -1.00 0.16
H 0.01 -1.37 1.15 0.16
H -2.04 -2.16 -0.15 0.16
H -0.50 -2.89 -0.69 0.18
H -1.29 -1.66 -1.66 0.18
```

Calculated values
HOMO-LUMO gap (spin up / spin down) ... 3.72 / 7.36 eV
HOMO level (spin up / spin down) ... 0.9 / -2.8 eV
Largest force on an atom ... 1.337 eV Å⁻¹
Multiplicity ... 2
Total charge ... -1
Expectation value of S² ... 0.7645
LUMO energy (spin up / spin down) ... 4.63 / 4.55 eV

---

2.
ORCA calculation (the ωB97M-V functional and the def2-TZVPD basis) on a molecular structure, C4H5NO2.

Geometry as XYZ:
```
12
Properties=species:S:1:pos:R:3:nbo_charge:R:1
O 1.20 -1.54 -0.01 -0.61
C 1.01 -0.46 -0.70 0.42
C 0.62 0.69 0.23 -0.16
C -0.73 1.25 0.23 -0.25
N -0.42 0.04 1.04 -0.44
C -0.61 -1.14 0.23 0.57
O -0.67 -0.97 -1.05 -0.60
H 1.56 -0.27 -1.63 0.19
H 1.44 1.16 0.76 0.23
H -1.36 1.10 -0.64 0.23
H -0.92 2.12 0.84 0.22
H -1.13 -1.97 0.72 0.19
```

Calculated values
HOMO-LUMO gap ... 10.62 eV
HOMO level ... -10.2 eV
Largest force on an atom ... 0.351 eV Å⁻¹
Total charge ... 0
LUMO energy ... 0.43 eV